ORCA calculation (ωB97M-V/def2-TZVPD) on C27H44AlBF2N2O22P as an isolated structure in a non-equilibrium geometry.

CARTESIAN COORDINATES (ANGSTROEM)
C1 -1.67506 1.01781 -0.38934
P1 -0.05455 1.70865 -1.05854
O1 -0.56161 2.89747 -2.22255
Al1 1.20986 0.16186 -2.24341
B1 2.98591 -0.32163 -1.20493
N1 3.86352 -1.33982 -1.86816
O2 3.32566 0.25839 0.06308
N2 0.35347 -1.52094 -2.67118
C2 -0.57861 -1.96044 -1.72138
O3 -1.76016 -2.27849 -1.94674
F1 -0.13022 -2.09548 -0.39767
C3 -0.13832 -1.61501 -4.01625
O4 -0.78735 -0.79962 -4.62507
F2 0.22579 -2.79694 -4.71330
H1 -1.57449 0.03296 0.16208
H2 -2.47620 0.98038 -1.19219
H3 -2.05148 1.75791 0.39307
H4 -1.21377 3.46219 -1.75122
H5 1.69229 0.80199 -3.63432
H6 3.43119 -1.59774 -2.76661
H7 4.78566 -0.94548 -2.10012
H8 2.47935 0.36594 0.54725
C4 -3.04470 8.79988 -0.04790
C5 -2.47478 7.41362 -0.24658
C6 -1.52122 7.30498 -1.40165
O5 -1.65698 5.93786 -1.78103
C7 -2.91282 5.55467 -1.41975
O6 -3.43221 4.53436 -1.75991
O7 -3.49847 6.48980 -0.62054
H9 -2.26028 9.51495 0.21138
H10 -3.55600 9.14804 -0.94750
H11 -3.79001 8.79209 0.75046
H12 -2.02001 7.05498 0.68322
H13 -0.49205 7.52675 -1.11771
H14 -1.79907 7.93047 -2.25553
C8 -1.17522 -5.18143 -1.02203
C9 -1.78801 -6.53038 -1.31585
C10 -3.14970 -6.45561 -1.94483
O8 -3.74614 -7.68207 -1.52171
C11 -3.15338 -8.02099 -0.34360
O9 -3.54445 -8.88310 0.38677
O10 -2.05961 -7.24667 -0.10703
H15 -0.99588 -4.62202 -1.94013
H16 -1.81826 -4.58530 -0.37075
H17 -0.22695 -5.30856 -0.49395
H18 -1.10021 -7.13427 -1.91770
H19 -3.10679 -6.40074 -3.03277
H20 -3.75665 -5.62687 -1.56930
C12 1.38352 -0.33511 4.37882
C13 2.27395 0.86383 4.14836
C14 2.58148 1.64156 5.39605
O11 2.81035 2.95373 4.88872
C15 2.08618 3.06101 3.73697
O12 1.88972 4.08670 3.15802
O13 1.61583 1.84629 3.34296
H21 1.87280 -1.07042 5.01596
H22 0.43808 -0.03746 4.84237
H23 1.12985 -0.80859 3.42924
H24 3.18910 0.55975 3.62914
H25 3.46456 1.26815 5.91568
H26 1.74374 1.68331 6.09923
C16 3.58264 -5.66777 0.87437
C17 2.72602 -5.05389 1.95744
C18 1.93179 -3.86424 1.50235
O14 1.78021 -3.12125 2.71365
C19 2.84739 -3.42942 3.49752
O15 3.14767 -2.84523 4.49955
O16 3.53408 -4.49037 2.99428
H27 2.96885 -6.07178 0.07094
H28 4.27037 -4.93301 0.45738
H29 4.19669 -6.47331 1.28854
H30 2.08333 -5.81829 2.40867
H31 0.96044 -4.14078 1.09287
H32 2.45988 -3.23903 0.77607
C20 -7.73671 9.43519 2.48177
C21 -7.56775 9.98715 1.08442
C22 -8.39223 9.28100 0.04500
O17 -7.62266 9.47909 -1.13812
C23 -6.32614 9.61518 -0.74484
O18 -5.38956 9.59818 -1.48457
O19 -6.24001 9.76885 0.60634
H33 -8.75883 9.57481 2.83893
H34 -7.49368 8.37017 2.51415
H35 -7.05248 9.93324 3.17222
H36 -7.75509 11.06636 1.07984
H37 -9.38808 9.71164 -0.06430
H38 -8.48557 8.20531 0.22147
C24 8.26160 -6.83154 -1.85663
C25 6.77509 -7.07623 -1.72921
C26 6.11144 -7.48826 -3.01382
O20 4.77785 -7.02309 -2.82946
C27 4.84730 -5.95868 -1.97881
O21 3.94827 -5.20809 -1.75960
O22 6.08483 -5.86742 -1.41396
H39 8.78963 -7.74845 -2.12596
H40 8.46961 -6.06932 -2.61174
H41 8.66691 -6.45689 -0.91418
H42 6.57864 -7.79642 -0.92746
H43 6.12695 -8.56803 -3.16645
H44 6.53111 -6.99651 -3.89674

## Properties
Charge   -1
E_LUMO   1.70 eV

Löwdin atomic charge list, values in e, 99 entries: -0.3791 0.7138 -0.4470 0.2274 -0.6281 0.0741 -0.0217 0.0432 -0.4955 0.0561 0.0392 -0.4588 0.1350 0.0282 0.0219 0.0438 0.0183 -0.0164 -0.0533 0.0331 0.0576 0.0452 -0.0256 -0.3327 -0.0984 0.0618 -0.5387 0.1592 0.0867 0.0937 0.0598 0.0800 0.1605 0.1427 0.1417 -0.0188 -0.3324 -0.0984 0.0581 -0.5490 0.1456 0.0849 0.0856 0.0979 0.0742 0.1597 0.1422 0.1450 -0.0205 -0.3314 -0.1111 0.0531 -0.5434 0.1514 0.0843 0.0713 0.0918 0.0794 0.1639 0.1385 0.1365 -0.0255 -0.3230 -0.0859 0.0578 -0.5312 0.1315 0.0915 0.0870 0.0865 0.0915 0.1589 0.1211 0.1486 -0.0223 -0.3426 -0.1047 0.0723 -0.5193 0.1465 0.0783 0.0900 0.0938 0.0876 0.1594 0.1402 0.1436 -0.0245 -0.3442 -0.1093 0.0674 -0.5415 0.1407 0.0855 0.0887 0.0917 0.0880 0.1596 0.1392

ORCA calculation (ωB97M-V/def2-TZVPD) on one molecule with the formula C14H18N6O3S in a non-equilibrium geometry.

CARTESIAN COORDINATES (ANGSTROEM)
O1 3.11836 2.81246 -0.07058
C1 3.05678 1.65380 0.26364
N1 1.99084 0.83127 0.16009
C2 0.73602 1.10792 -0.39354
C3 -0.18219 0.06025 -0.46086
C4 -1.43412 0.28919 -0.98906
C5 -1.79979 1.53184 -1.46997
C6 -0.88555 2.57084 -1.40274
C7 0.37297 2.36901 -0.86180
H1 1.08082 3.17957 -0.81177
H2 -1.15075 3.54836 -1.77495
H3 -2.77876 1.65837 -1.90315
S1 -2.62061 -1.06509 -1.02914
O2 -1.87935 -2.29072 -1.03413
O3 -3.55321 -0.79777 -2.08298
N2 -3.46852 -1.01885 0.39049
C8 -2.81319 -1.45679 1.59769
C9 -2.24286 -0.28849 2.40529
C10 -3.34309 0.73666 2.67306
C11 -3.93969 1.20777 1.34822
C12 -4.46894 0.00478 0.56417
H4 -4.80168 0.28772 -0.43446
H5 -5.31585 -0.43797 1.10186
H6 -3.17056 1.71945 0.76582
H7 -4.75635 1.90874 1.52634
H8 -2.93923 1.58641 3.22668
H9 -4.12610 0.27805 3.28134
H10 -1.43410 0.18747 1.84668
H11 -1.83558 -0.66508 3.34473
H12 -2.03556 -2.15756 1.29379
H13 -3.54941 -1.99549 2.20601
H14 0.07300 -0.93507 -0.12926
H15 2.12457 -0.13800 0.45436
C13 4.27148 0.97356 0.94175
N3 4.51384 -0.35572 0.47415
C14 5.56759 -0.89153 -0.18099
N4 5.31483 -2.15654 -0.40086
N5 4.11954 -2.39362 0.10816
N6 3.62648 -1.35008 0.63126
H16 6.45040 -0.36019 -0.46221
H17 5.15292 1.59040 0.75779
H18 4.07157 0.94586 2.01904

## Properties
SMILES string   O=C(Cn1cnnn1)Nc1cccc(S(=O)(=O)N2CCCCC2)c1
E_LUMO   0.33 eV

Charges computed using Löwdin, reported in e: 0.0837 -0.4443 0.1385 -0.1930 -0.0077 -0.2617 -0.0752 -0.0486 0.0068 0.1022 0.1113 0.1158 0.6701 -0.2778 -0.2782 -0.2384 -0.1904 -0.1720 -0.1964 -0.1712 -0.1905 0.1121 0.1314 0.0971 0.1139 0.1101 0.1130 0.0967 0.1137 0.1122 0.1316 0.1248 0.1051 -0.0271 -0.1096 -0.1218 0.0243 -0.0292 0.0159 0.1235 0.1376 0.1417

ORCA calculation (ωB97M-V/def2-TZVPD) on one molecule with the formula CHO4PS in a non-equilibrium geometry.

CARTESIAN COORDINATES (ANGSTROEM)
C1 -0.37871 -0.74897 1.09312
O1 -0.88007 -1.14580 2.07311
O2 -0.41855 -1.15438 -0.12732
O3 0.32263 0.40687 1.08058
O4 -0.45416 1.15287 -1.26840
P1 0.68527 0.32590 -0.53562
S1 2.43900 0.24223 -1.40034
H1 -1.31541 0.92128 -0.91512

## Properties
Energy relative to the best compared isomer or geometry (same formula, charge and spin)   10.8 kcal/mol
E_LUMO   -0.22 eV

Charges computed using Löwdin, reported in e: -0.8009 0.1900 -0.0137 -0.0747 -0.1494 0.3987 0.3573 0.0925

ORCA calculation (ωB97M-V/def2-TZVPD) on one molecule with the formula C7H14NO2PS2 in a non-equilibrium geometry.

CARTESIAN COORDINATES (ANGSTROEM)
C1 -0.64237 0.26547 -0.41289
C2 -2.93904 -0.42510 -0.92904
C3 -0.95566 -1.98669 -1.13202
C4 -1.94050 -1.25107 1.05377
C5 2.43913 2.18260 0.85044
C6 0.94934 2.29939 0.80206
C7 -1.66698 -0.86683 -0.31635
N1 2.87777 0.87195 0.43338
O1 3.28680 0.84820 -0.86334
O2 -0.07314 0.74631 -1.36793
P1 2.54095 -0.51161 1.32386
S1 3.62651 -1.83160 -0.04864
S2 -0.17562 0.87634 1.20244
H1 -3.35792 0.42052 -0.43067
H2 -3.63031 -1.24191 -0.91124
H3 -2.77559 -0.09500 -1.92425
H4 -1.25639 -2.96752 -0.91725
H5 0.02324 -2.04464 -0.67304
H6 -0.98056 -1.91270 -2.19752
H7 -1.13704 -1.66401 1.62337
H8 -2.44980 -0.49758 1.69166
H9 -2.62667 -2.15107 0.88540
H10 2.85399 2.42341 1.88456
H11 2.86261 2.80833 -0.08287
H12 0.58908 2.99527 1.50579
H13 0.70533 2.63299 -0.15385
H14 3.85286 0.07657 -0.89582

## Properties
⟨S²⟩   2.0096
2S+1   3
E_LUMO (alpha / beta)   0.54 / -2.62 eV

Charges computed using Löwdin, reported in e: -0.6322 -0.0401 -0.0038 -0.1470 -0.2558 -0.4184 -0.6372 -0.5787 -0.1048 0.0336 0.5178 0.1895 0.9234 0.0910 0.0930 0.0858 0.0669 0.0781 0.0904 0.0698 0.0933 0.1266 0.1356 0.1777 0.0492 0.0542 -0.0580

For reference, DFT total energy by record: -3628.67878, -1496.70895, -1079.28084, -1617.91723 Eh.